Record 1
A molecular structure, C40H42DyN10OPS4Si, computed with ωB97M-V/def2-TZVPD.

Cartesian coordinates (Å):
Dy -0.306 -0.783 -0.256
O -4.659 -1.158 -0.441
C -3.503 -0.750 -0.584
N -2.547 -0.642 0.344
C -3.020 -0.876 1.694
C -2.197 -1.867 2.456
C -2.544 -2.175 3.772
C -1.839 -3.147 4.449
C -0.803 -3.794 3.785
C -0.518 -3.421 2.489
N -1.184 -2.467 1.825
C -3.087 -0.160 -1.912
C -4.037 0.592 -2.589
C -3.669 1.247 -3.749
C -2.358 1.126 -4.191
C -1.483 0.350 -3.458
N -1.824 -0.291 -2.336
H -4.050 -1.245 1.646
H -3.035 0.075 2.242
H -3.371 -1.653 4.235
H -2.099 -3.410 5.466
H -0.222 -4.570 4.262
H 0.266 -3.928 1.938
H -5.035 0.648 -2.180
H -4.387 1.851 -4.289
H -2.022 1.638 -5.081
H -0.453 0.226 -3.772
C 4.339 -0.918 4.768
Si 2.714 -1.853 4.512
C 2.790 -3.448 5.541
C 1.231 -0.880 5.146
C 2.638 -2.419 2.696
C 3.203 -3.625 2.312
C 3.042 -4.118 1.018
C 2.242 -3.408 0.149
N 1.691 -2.235 0.464
C 1.933 -1.718 1.690
S 1.280 -0.135 1.951
H 4.541 -0.803 5.835
H 4.303 0.079 4.325
H 5.181 -1.450 4.324
H 2.902 -3.202 6.599
H 3.633 -4.084 5.267
H 1.880 -4.041 5.438
H 1.234 -0.845 6.239
H 0.295 -1.337 4.826
H 1.232 0.141 4.774
H 3.761 -4.210 3.034
H 3.495 -5.050 0.712
H 2.011 -3.788 -0.841
N -3.783 -5.245 -4.858
C -2.631 -4.590 -5.059
S -2.008 -4.463 -6.583
C -1.945 -4.019 -3.872
C -2.467 -4.118 -2.581
C -1.781 -3.550 -1.523
N -0.627 -2.900 -1.664
C -0.110 -2.828 -2.896
C -0.724 -3.359 -4.010
H -4.249 -5.634 -5.659
H -4.254 -5.253 -3.970
H -3.402 -4.614 -2.367
H -2.176 -3.616 -0.515
H 0.840 -2.314 -2.974
H -0.273 -3.262 -4.986
N 5.157 2.395 -0.741
C 3.971 1.781 -0.555
N 3.359 1.924 0.614
N 3.524 1.036 -1.545
C 2.446 0.340 -1.567
N 1.520 -0.340 -1.778
H 5.418 3.150 -0.133
H 5.535 2.396 -1.670
H 3.775 2.465 1.353
H 2.536 1.371 0.856
S -0.150 3.931 2.067
P -0.252 3.753 0.120
S -0.610 1.938 -0.699
C 1.227 4.473 -0.700
C 2.029 5.369 -0.004
C 3.157 5.907 -0.610
C 3.478 5.555 -1.913
C 2.688 4.647 -2.605
C 1.568 4.100 -1.997
C -1.622 4.718 -0.616
C -1.500 5.460 -1.784
C -2.623 6.052 -2.343
C -3.865 5.905 -1.744
C -3.985 5.173 -0.570
C -2.867 4.580 -0.008
H 1.756 5.636 1.010
H 3.781 6.606 -0.065
H 4.350 5.985 -2.391
H 2.946 4.356 -3.616
H 0.949 3.378 -2.515
H -0.530 5.587 -2.246
H -2.531 6.628 -3.256
H -4.737 6.366 -2.190
H -4.953 5.062 -0.098
H -2.937 4.010 0.910

Calculated values
2S+1 = 6
Molecular weight = 1028.67 g mol⁻¹
Total charge = 0
Largest force on an atom = 0.83 eV/A
E_tot = -143710.1846 eV
Expectation value of S² = 9.334
ΔE to the lowest compared entry with this formula, charge and spin = 0.0 kcal/mol

Atom charges from the Löwdin analysis, given in e for atoms 1 to 2: Dy 1.226; O 0.011



Record 2
A molecular structure, C40H42GeN4O2SV at a distorted geometry, computed with ωB97M-V/def2-TZVPD.

Cartesian coordinates (Å):
V 0.676 0.003 -0.203
N -3.682 3.438 -6.450
C -2.668 2.841 -5.695
C -1.352 2.836 -6.159
C -0.352 2.222 -5.426
C -0.670 1.597 -4.234
C -1.974 1.580 -3.764
C -2.971 2.202 -4.492
S 0.569 0.766 -3.295
O 1.866 1.155 -3.786
O 0.241 -0.636 -3.336
N 0.348 1.254 -1.751
C 0.471 2.596 -1.465
N 0.479 2.856 -0.159
C 0.599 4.115 0.213
C 0.688 5.152 -0.704
C 0.653 4.775 -2.037
N 0.551 3.516 -2.435
H -3.371 4.165 -7.074
H -4.495 3.708 -5.921
H -1.117 3.325 -7.098
H 0.678 2.234 -5.756
H -2.191 1.088 -2.822
H -3.993 2.195 -4.131
H 0.625 4.291 1.285
H 0.786 6.183 -0.399
H 0.711 5.516 -2.830
C -4.421 -1.227 0.648
C -3.955 0.209 0.369
C -4.415 1.124 1.511
C -4.571 0.695 -0.950
C -2.486 0.219 0.278
C -1.274 0.131 0.215
H -5.514 -1.275 0.695
H -4.012 -1.577 1.597
H -4.073 -1.896 -0.141
H -5.506 1.109 1.600
H -4.091 2.150 1.330
H -3.982 0.797 2.457
H -5.663 0.697 -0.882
H -4.272 0.045 -1.774
H -4.237 1.711 -1.173
C -1.443 -1.236 5.084
C -1.450 -1.853 3.814
C -0.751 -1.305 2.777
C 0.013 -0.114 2.920
C 0.771 0.448 1.832
C 1.591 1.509 2.164
C 1.628 2.096 3.444
C 0.863 1.599 4.458
C 0.054 0.467 4.220
C -0.705 -0.107 5.275
H -2.013 -1.668 5.899
H -2.014 -2.767 3.663
H -0.770 -1.772 1.803
H 2.241 1.941 1.412
H 2.290 2.937 3.621
H 0.889 2.036 5.450
H -0.672 0.370 6.249
C 5.010 -2.426 3.169
C 3.603 -2.488 3.256
C 2.831 -1.842 2.331
C 3.406 -1.106 1.266
C 2.595 -0.455 0.288
C 3.248 0.201 -0.733
C 4.656 0.276 -0.815
C 5.435 -0.332 0.124
C 4.823 -1.053 1.180
C 5.600 -1.725 2.156
H 5.619 -2.936 3.906
H 3.137 -3.045 4.060
H 1.754 -1.874 2.399
H 2.702 0.680 -1.541
H 5.107 0.821 -1.637
H 6.517 -0.284 0.073
H 6.681 -1.675 2.079
C 2.112 -4.485 -0.920
Ge 0.565 -3.663 -0.021
C 0.588 -4.299 1.842
C -1.083 -4.400 -0.815
C 0.599 -1.778 -0.448
H 2.086 -5.572 -0.822
H 3.034 -4.111 -0.473
H 2.114 -4.225 -1.980
H 0.084 -5.267 1.865
H 0.076 -3.624 2.526
H 1.614 -4.429 2.183
H -1.035 -5.490 -0.841
H -1.221 -4.026 -1.830
H -1.946 -4.101 -0.218
H 0.536 -1.734 -1.550

Calculated values
2S+1 = 1
Molecular weight = 766.42 g mol⁻¹
Total charge = -1
Largest force on an atom = 1.71 eV/A
E_tot = -145253.7272 eV
ΔE to the lowest compared entry with this formula, charge and spin = 7.9 kcal/mol

Atom charges from the Löwdin analysis, given in e for atoms 1 to 2: V 0.643; N 0.082



Record 3
A molecular structure, C40H43BaIN9O12S at a distorted geometry, computed with ωB97M-V/def2-TZVPD.

Cartesian coordinates (Å):
Ba -0.862 -0.801 0.158
O 2.403 -3.520 0.580
C 1.685 -2.611 1.017
O 1.243 -1.592 0.364
C 1.288 -2.636 2.509
C 1.127 -1.193 3.041
C 1.021 -1.196 4.575
C -0.436 -1.702 4.784
C -0.877 -1.953 3.337
O -0.218 -0.874 2.648
C -0.156 -3.221 2.795
C -0.882 -3.843 1.579
O -1.039 -5.064 1.564
O -1.298 -2.998 0.685
H 2.060 -3.201 3.028
H 1.822 -0.475 2.613
H 1.141 -0.184 4.965
H 1.770 -1.848 5.032
H -1.057 -0.928 5.236
H -0.495 -2.609 5.390
H -1.947 -1.913 3.158
H -0.124 -4.008 3.543
O 2.859 6.413 -3.292
N 2.294 5.745 -4.134
O 2.413 5.940 -5.330
C 1.418 4.634 -3.687
C 0.819 3.937 -4.683
C -0.003 2.832 -4.408
C -0.610 2.065 -5.435
C -1.376 1.002 -5.090
C -1.500 0.667 -3.709
N -0.958 1.358 -2.740
C -0.252 2.469 -3.075
C 0.279 3.292 -2.048
N -0.092 3.056 -0.711
C 0.729 3.425 0.344
C 1.711 4.328 0.106
C 1.912 4.863 -1.178
C 1.215 4.315 -2.292
H 1.000 4.236 -5.706
H -0.450 2.346 -6.471
H -1.879 0.393 -5.831
H -2.074 -0.210 -3.421
H 0.426 3.037 1.321
H 2.323 4.655 0.936
H 2.617 5.658 -1.319
N -0.088 -2.207 -2.059
C 1.260 -2.425 -2.604
C 1.880 -1.166 -3.180
N 2.091 -0.142 -2.136
H -0.325 -2.988 -1.447
H -0.802 -2.201 -2.779
H 1.280 -3.217 -3.365
H 1.896 -2.750 -1.779
H 1.239 -0.764 -3.976
H 2.823 -1.458 -3.655
H 2.985 0.315 -2.257
H 2.111 -0.580 -1.213
O -2.528 0.494 2.162
N -3.028 1.691 2.243
C -4.247 1.884 1.672
C -4.893 3.090 1.683
C -4.260 4.169 2.297
C -3.022 3.976 2.868
C -2.347 2.730 2.879
S -0.826 2.493 3.642
H -4.633 0.995 1.196
H -5.864 3.176 1.213
H -4.729 5.146 2.323
H -2.501 4.789 3.353
I -9.781 -2.337 -1.327
C -7.709 -2.067 -1.483
C -7.204 -0.786 -1.642
C -5.827 -0.620 -1.744
C -4.971 -1.714 -1.713
C -5.502 -2.987 -1.548
C -6.873 -3.175 -1.423
C -3.483 -1.517 -1.894
O -2.998 -2.010 -2.932
O -2.900 -0.859 -0.986
H -7.866 0.069 -1.676
H -5.408 0.376 -1.842
H -4.832 -3.839 -1.514
H -7.281 -4.167 -1.279
O -2.249 2.729 -1.050
N -1.390 2.728 -0.243
C 4.644 2.599 -0.455
N 5.405 1.744 0.432
C 6.661 2.280 0.913
C 7.532 1.177 1.471
C 6.728 0.399 2.491
N 5.524 -0.115 1.875
C 4.879 -1.260 2.500
C 4.778 0.635 0.986
O 3.650 0.300 0.671
H 5.147 2.693 -1.423
H 4.533 3.601 -0.028
H 3.658 2.171 -0.603
H 6.487 3.042 1.687
H 7.158 2.782 0.080
H 8.433 1.596 1.923
H 7.827 0.502 0.663
H 6.496 1.043 3.351
H 7.299 -0.449 2.870
H 5.618 -2.052 2.638
H 4.090 -1.632 1.854
H 4.447 -1.005 3.474

Calculated values
2S+1 = 2
Molecular weight = 1138.13 g mol⁻¹
Total charge = -2
Largest force on an atom = 4.40 eV/A
E_tot = -99787.0719 eV
Expectation value of S² = 0.832

Atom charges from the Löwdin analysis, given in e for atoms 1 to 2: Ba 2.105; O 0.015



Record 4
A molecular structure, C40H43CdN6O3S2Sb, computed with ωB97M-V/def2-TZVPD.

Cartesian coordinates (Å):
Cd -1.067 0.785 -0.645
C -3.856 2.266 0.778
C -2.986 3.382 0.576
C -1.711 3.014 0.907
C -1.722 1.606 1.287
C -3.121 1.204 1.232
H -4.921 2.273 0.595
H -3.299 4.347 0.204
H -0.833 3.645 0.930
H -1.079 1.237 2.077
H -3.497 0.248 1.568
O -2.221 4.114 -3.640
C -2.802 3.366 -4.597
C -3.160 3.992 -5.792
C -3.773 3.276 -6.799
C -4.052 1.922 -6.632
C -3.685 1.292 -5.460
C -3.038 1.990 -4.439
C -2.622 1.306 -3.190
O -2.108 2.004 -2.252
N -2.821 0.006 -3.142
N -2.496 -0.602 -1.943
C -3.105 -1.721 -1.827
S -2.985 -2.782 -0.448
C -4.537 -3.656 -0.844
C -4.589 -3.832 -2.344
S -4.169 -2.233 -3.140
H -2.114 3.527 -2.854
H -2.946 5.049 -5.888
H -4.042 3.774 -7.722
H -4.558 1.369 -7.413
H -3.884 0.241 -5.308
H -5.365 -3.051 -0.479
H -4.514 -4.607 -0.314
H -5.587 -4.106 -2.683
H -3.873 -4.582 -2.679
C 2.382 -3.766 2.190
C 3.451 -2.917 2.830
C 4.481 -3.522 3.545
C 5.480 -2.770 4.144
C 5.453 -1.388 4.042
C 4.431 -0.776 3.330
C 3.429 -1.523 2.722
Sb 1.895 -0.580 1.507
C 0.320 -0.905 2.965
C -0.810 -1.514 2.421
C -1.879 -1.900 3.213
C -1.819 -1.686 4.581
C -0.700 -1.082 5.130
C 0.382 -0.681 4.345
C 1.562 -0.037 5.018
C 2.514 1.483 1.780
C 1.654 2.396 2.388
C 1.965 3.744 2.452
C 3.146 4.199 1.885
C 3.999 3.301 1.266
C 3.697 1.943 1.190
C 4.649 1.039 0.446
H 2.579 -4.825 2.351
H 2.340 -3.578 1.114
H 1.404 -3.526 2.616
H 4.503 -4.602 3.637
H 6.276 -3.263 4.687
H 6.222 -0.790 4.514
H 4.409 0.306 3.261
H -0.873 -1.667 1.347
H -2.747 -2.358 2.756
H -2.645 -1.977 5.217
H -0.653 -0.919 6.201
H 1.265 0.428 5.958
H 2.019 0.720 4.384
H 2.323 -0.786 5.243
H 0.723 2.048 2.820
H 1.289 4.435 2.940
H 3.402 5.250 1.927
H 4.916 3.659 0.810
H 5.679 1.243 0.742
H 4.577 1.223 -0.629
H 4.450 -0.016 0.630
N 1.846 0.502 -2.182
C 2.462 0.654 -3.366
C 1.845 1.707 -4.005
C 0.845 2.128 -3.116
N 0.860 1.391 -2.014
H 1.981 -0.215 -1.482
H 3.276 0.019 -3.674
H 2.063 2.106 -4.979
H 0.141 2.935 -3.234
N 0.140 -3.934 -1.044
C 0.189 -2.742 -1.696
N 0.194 -2.797 -3.058
O 0.341 -1.676 -1.096
H -0.171 -4.762 -1.520
H 0.004 -3.903 -0.049
H -0.119 -3.620 -3.542
H 0.097 -1.919 -3.540

Calculated values
2S+1 = 1
Molecular weight = 954.13 g mol⁻¹
Total charge = 0
Largest force on an atom = 0.70 eV/A
E_tot = -90033.6743 eV
ΔE to the lowest compared entry with this formula, charge and spin = 22.1 kcal/mol

Atom charges from the Löwdin analysis, given in e for atoms 1 to 2: Cd 1.420; C -0.141